(1)
The following is a DFT calculation (wB97M-V/def2-TZVPD) of 2 unconnected molecules or ions with the total composition C6H14NO in a non-equilibrium geometry.

Calculated values
HOMO-LUMO gap = 8.78 eV
ΔE to the lowest compared entry with this formula, charge and spin = 82.4 kcal/mol
HOMO = -13.850 eV
Strongest force on any atom = 8.0 eV Å⁻¹
Charge = +1
Spin multiplicity = 1

The geometry in XYZ format:
```
22
C6H14NO, DFT wB97M-V/def2-TZVPD
C 1.297 1.670 -2.549
C 0.130 0.665 -2.476
C -0.008 -0.206 -1.185
C -0.654 0.381 0.088
C -0.974 -0.399 1.137
N -1.483 0.216 2.351
C -0.918 -0.005 3.484
H 2.327 1.301 -2.939
H 1.443 1.926 -1.506
H 1.018 2.506 -3.190
H 0.158 0.126 -3.390
H -0.849 1.297 -2.608
H 1.157 -0.442 -0.968
H -0.467 -1.217 -1.253
H -0.925 1.460 0.023
H -0.607 -1.405 1.459
H -2.495 0.501 2.330
H 0.036 -0.608 3.716
H -1.497 0.484 4.358
H 1.731 -2.348 1.219
H 0.648 -3.209 0.634
O 0.934 -2.698 1.264
```

(2)
The following is a DFT calculation (wB97M-V/def2-TZVPD) of 2 unconnected molecules or ions with the total composition C6H14NO3S3 in a non-equilibrium geometry.

Calculated values
HOMO-LUMO gap (alpha / beta) = 6.01 / 5.88 eV
ΔE to the lowest compared entry with this formula, charge and spin = 56.2 kcal/mol
HOMO (alpha / beta) = -3.026 / -2.869 eV
Strongest force on any atom = 5.1 eV Å⁻¹
Charge = -1
Spin multiplicity = 1

The geometry in XYZ format:
```
27
C6H14NO3S3, DFT wB97M-V/def2-TZVPD
C 2.618 1.112 1.635
C -0.226 -1.999 -2.097
C 1.360 0.304 1.448
C -0.685 -0.512 -1.752
C 0.923 0.391 -0.035
C -0.388 -0.153 -0.380
N -1.655 1.665 0.031
O -2.708 -1.301 0.200
O -1.327 -0.685 2.159
O -0.734 -2.608 0.725
S -0.603 3.014 0.118
S -2.909 1.565 -0.845
S -1.254 -1.213 0.825
H 2.317 2.066 1.509
H 3.133 1.101 2.637
H 3.258 0.934 0.834
H 0.776 -2.113 -1.908
H -0.769 -2.907 -1.621
H -0.345 -2.174 -3.165
H 1.508 -0.776 1.594
H 0.500 0.617 1.912
H -0.237 0.155 -2.444
H -1.723 -0.420 -2.005
H 0.877 1.542 -0.099
H 1.899 0.123 -0.631
H -0.396 2.745 1.327
H -3.214 -0.474 0.028
```

(3)
The following is a DFT calculation (wB97M-V/def2-TZVPD) of 2 unconnected molecules or ions with the total composition C6H14NO4P in a non-equilibrium geometry.

Calculated values
HOMO-LUMO gap (alpha / beta) = 7.62 / 8.94 eV
ΔE to the lowest compared entry with this formula, charge and spin = 82.2 kcal/mol
HOMO (alpha / beta) = -8.325 / -9.551 eV
Strongest force on any atom = 4.4 eV Å⁻¹
Spin multiplicity = 1

The geometry in XYZ format:
```
26
C6H14NO4P, DFT wB97M-V/def2-TZVPD
C 3.123 1.633 0.421
C 1.671 1.204 -1.627
C -2.087 -2.428 1.800
C -3.089 1.234 0.133
C 2.062 0.731 -0.268
C 2.518 -0.749 -0.316
N 1.612 -1.668 -0.482
O 0.367 -1.805 -0.573
O -3.095 -1.430 -1.818
O -2.723 -2.284 0.566
O -2.113 0.240 0.060
P -2.223 -1.224 -0.611
H 2.955 1.462 1.444
H 4.246 1.618 0.125
H 2.931 2.711 0.135
H 0.600 0.945 -1.925
H 1.753 2.238 -1.636
H 2.336 0.900 -2.411
H -2.640 -2.854 2.581
H -1.591 -1.455 2.097
H -1.246 -3.185 1.645
H -4.215 0.891 0.271
H -2.956 2.062 -0.608
H -2.958 1.571 1.182
H 1.214 0.655 0.394
H 3.550 -1.012 -0.578
```

(4)
The following is a DFT calculation (wB97M-V/def2-TZVPD) of 3 unconnected molecules or ions with the total composition C6H14NO5 in a non-equilibrium geometry.

Calculated values
HOMO-LUMO gap = 8.62 eV
ΔE to the lowest compared entry with this formula, charge and spin = 6.6 kcal/mol
HOMO = -5.250 eV
Strongest force on any atom = 5.2 eV Å⁻¹
Charge = -1
Spin multiplicity = 1

The geometry in XYZ format:
```
26
C6H14NO5, DFT wB97M-V/def2-TZVPD
C 2.280 -0.158 -1.767
C 0.804 -0.130 -1.558
C 0.502 -1.494 -1.010
C -0.937 -1.566 -0.484
C -1.081 -0.760 0.911
C -0.273 2.068 2.038
N 0.274 1.922 0.869
O -4.121 0.841 2.731
O -2.234 -0.418 1.100
O -0.121 -0.957 1.773
O -0.337 1.118 2.905
O -0.767 3.225 2.542
H 2.511 0.835 -2.322
H 2.716 -0.915 -2.327
H 2.747 -0.085 -0.711
H 0.625 0.597 -0.681
H 0.238 0.058 -2.538
H 1.180 -1.628 -0.199
H 0.639 -2.250 -1.862
H -1.139 -2.590 -0.273
H -1.693 -1.198 -1.170
H -3.501 0.380 2.187
H 0.191 2.639 0.178
H 0.026 0.156 2.483
H -3.600 1.500 3.201
H -1.271 3.111 3.331
```

(5)
The following is a DFT calculation (wB97M-V/def2-TZVPD) of 2 unconnected molecules or ions with the total composition C6H14NS.

Calculated values
HOMO-LUMO gap = 6.48 eV
ΔE to the lowest compared entry with this formula, charge and spin = 10.9 kcal/mol
HOMO = -2.670 eV
Strongest force on any atom = 0.2 eV Å⁻¹
Charge = -1
Spin multiplicity = 1

The geometry in XYZ format:
```
22
C6H14NS, DFT wB97M-V/def2-TZVPD
N 0.389 0.332 -2.747
C -0.852 -0.415 -2.519
C -3.087 0.630 -2.895
C -1.970 0.528 -2.190
H 1.116 -0.320 -3.017
H 0.674 0.707 -1.835
H -0.755 -1.113 -1.675
H -1.114 -0.972 -3.422
H -3.884 1.316 -2.633
H -3.247 0.022 -3.782
H -1.812 1.140 -1.306
C 2.559 -0.477 2.815
C 1.139 -0.028 3.149
C 0.197 -0.077 1.944
S 0.668 1.056 0.592
H 2.584 -1.546 2.588
H 3.246 -0.287 3.646
H 2.910 0.082 1.948
H 0.746 -0.658 3.960
H 1.162 1.002 3.515
H -0.808 0.186 2.287
H 0.140 -1.108 1.578
```

(6)
The following is a DFT calculation (wB97M-V/def2-TZVPD) of 2 unconnected molecules or ions with the total composition C6H14NS.

Calculated values
HOMO-LUMO gap = 9.50 eV
ΔE to the lowest compared entry with this formula, charge and spin = 33.0 kcal/mol
HOMO = -12.957 eV
Strongest force on any atom = 0.4 eV Å⁻¹
Charge = +1
Spin multiplicity = 1

The geometry in XYZ format:
```
22
C6H14NS, DFT wB97M-V/def2-TZVPD
C 2.306 -1.286 0.094
C 2.306 -0.309 -0.812
C 1.252 -0.166 -1.823
C 1.055 0.929 -2.560
H 1.550 -2.066 0.078
H 3.101 -1.388 0.820
H 3.107 0.425 -0.831
H 0.600 -1.024 -1.971
H 0.292 0.929 -3.327
H 1.696 1.801 -2.478
C -1.363 0.062 0.503
C -2.281 0.108 1.715
S -3.481 -1.246 1.680
N -0.218 1.045 0.638
H -1.898 0.357 -0.397
H -0.939 -0.926 0.344
H -2.907 1.002 1.662
H -1.722 0.140 2.650
H -2.662 -2.207 2.132
H 0.059 1.337 -0.309
H 0.632 0.616 1.016
H -0.486 1.867 1.177
```